Entry 1:
A cluster of 2 separate species, C6H14N3 in total at a distorted geometry, computed with ωB97M-V/def2-TZVPD.

Output
Energy relative to the best compared isomer or geometry (same formula, charge and spin): 2.291 eV
HOMO-LUMO gap: 9.23 eV
Charge: +1
Calculated total energy: -10910.844 eV

The geometry in XYZ format:
```
23
C6H14N3 | the OMol25 dataset | ωB97M-V/def2-TZVPD
C -2.55148 -0.07620 -0.37453
C 1.44725 -0.97477 0.18847
C 2.62198 -0.43351 0.42257
C -0.81684 1.44915 0.40576
C -2.74686 -1.54646 -0.20330
C 3.40679 0.15927 -0.70053
N -2.85171 0.80898 -1.17427
N -1.51453 0.35614 0.58174
N 0.09993 1.85129 1.25934
H 1.04253 -1.05329 -0.75479
H 0.81911 -1.27762 1.09904
H 3.03996 -0.42204 1.33721
H -0.94217 1.77776 -0.67832
H -1.75903 -1.91481 0.12088
H -2.88576 -1.76433 -1.19883
H -3.61325 -1.78930 0.40022
H 2.93583 1.02988 -1.09429
H 3.49502 -0.57616 -1.58783
H 4.47829 0.29490 -0.29130
H -3.50737 0.56492 -1.88005
H -1.29722 -0.45312 1.21253
H 0.82597 2.46336 0.77845
H 0.27354 1.52596 2.13184
```

These are the Mulliken partial charges, in e, on atoms 1 to 8:
1 C 0.624
2 C -0.879
3 C -0.078
4 C 0.044
5 C -0.987
6 C -0.996
7 N -0.621
8 N -0.284

---

Entry 2:
The molecule C5H5NO at a distorted geometry, computed with ωB97M-V/def2-TZVPD.

Output
Energy relative to the best compared isomer or geometry (same formula, charge and spin): 3.992 eV
HOMO-LUMO gap: 9.19 eV
Calculated total energy: -8799.427 eV
Structure (SMILES): N#C[C@@H]1C[C@@H]1C=O

The geometry in XYZ format:
```
12
C5H5NO | the OMol25 dataset | ωB97M-V/def2-TZVPD
O -2.24138 -0.70594 1.69833
C -1.25741 -0.82659 1.01802
C -0.47140 0.33796 0.53492
C 0.96288 0.31597 0.35143
C -0.24652 0.44308 -0.95528
C 0.78497 -0.23350 -1.65231
N 1.79704 -0.60229 -2.09407
H -0.89758 -1.80535 0.63463
H -0.78976 1.29827 0.92839
H 1.45492 -0.66323 0.44851
H 1.64111 1.14379 0.47686
H -0.81012 1.21035 -1.51548
```

These are the Mulliken partial charges, in e, on atoms 1 to 8:
1 O -0.460
2 C -0.166
3 C 0.252
4 C -0.669
5 C -0.412
6 C 0.337
7 N -0.517
8 H 0.320